Computed, not measured: the molecule C10H12N2O at a distorted geometry, with the ωB97M-V functional and the def2-TZVPD basis.

XYZ file:
```
25
Properties=species:S:1:pos:R:3:forces:R:3:lowdin_charge:R:1
N 0.624464 1.045700 3.792001 -0.298 -2.747 1.605 0.0700
C -0.278041 1.101111 2.725775 -4.081 0.940 -0.402 -0.4698
O -1.345065 1.798309 2.693216 4.064 -1.914 0.749 0.0128
C 0.109795 0.325258 1.446378 -2.130 0.717 0.292 -0.3219
C -1.084761 -0.242019 0.609069 -3.068 0.069 4.027 -0.0963
C -0.837273 -0.327499 -0.826846 3.278 0.323 -0.898 -0.2230
C -1.707116 -0.973368 -1.664160 1.551 1.159 0.119 -0.0487
C -1.297006 -1.272337 -2.994053 -1.935 -0.683 0.626 -0.0996
C 0.024938 -1.129878 -3.438491 0.143 0.531 1.610 -0.0688
C 0.886092 -0.321248 -2.571398 -0.848 -1.891 -0.416 -0.0258
C 0.487650 0.042010 -1.279090 -2.493 -0.946 -2.084 -0.1790
C 1.442390 0.621653 -0.360235 6.111 -0.486 -1.124 -0.2630
N 0.871330 1.291679 0.711068 0.433 2.045 2.442 -0.0199
H 0.882728 -0.151791 4.101092 -1.045 5.274 -1.091 0.2401
H 0.325915 1.735902 4.573717 0.606 -2.131 -1.433 0.1295
H 0.714842 -0.497451 1.642828 1.448 -1.731 0.923 0.1008
H -1.396905 -1.373978 1.052531 0.900 3.018 -1.080 0.1826
H -2.014805 0.477250 0.921364 2.000 -1.738 -1.033 0.1629
H -2.544167 -1.178304 -1.005817 -1.135 -0.707 -1.526 0.1131
H -2.166804 -1.663153 -3.571425 1.370 -0.251 -0.128 0.1047
H 0.371058 -1.817872 -4.261371 -0.229 1.638 0.554 0.1128
H 1.943573 -0.178444 -2.800657 -0.281 0.014 -0.273 0.1025
H 2.327201 1.205485 -0.896065 -2.278 -0.460 0.776 0.1620
H 2.150918 -0.280660 -0.048668 -1.267 1.008 0.090 0.1533
H 1.509050 1.763647 1.449237 -0.819 -1.052 -2.325 0.1688
```
Forces are in eV/Å.

As for the total energy: -15589.1423 eV. Its orbital gap is 8.78 eV. As for the HOMO energy: -8.53 eV. Its SMILES is NC(=O)[C@H]1Cc2ccccc2CN1. The value obtained for the energy above the lowest of the compared OMol25 structures with the same formula, charge and spin is 3.968 eV.

Computed, not measured: the ion C10H12N2P with charge +1 at a distorted geometry, with the ωB97M-V functional and the def2-TZVPD basis.

XYZ file:
```
25
Properties=species:S:1:pos:R:3:forces:R:3:lowdin_charge:R:1
C 3.312104 -0.496810 -0.058584 1.240 -0.994 2.175 0.0046
N 1.903393 -0.084470 -0.362385 0.899 -1.451 -3.791 -0.2147
C 0.924869 -0.731438 0.463352 -3.187 2.337 3.006 -0.2947
P -0.303527 -2.027646 0.003153 0.062 -0.282 1.865 0.9942
C -1.747167 -0.923217 0.003034 0.243 1.890 -0.316 -0.4029
C -3.022477 -1.361742 -0.286488 0.765 -0.405 0.312 -0.1177
C -4.038276 -0.469606 -0.273442 -2.576 1.567 -0.375 -0.1004
C -3.965463 0.906149 -0.042928 4.225 -0.747 0.192 -0.0157
C -2.624706 1.422857 0.109140 -1.178 0.686 0.289 0.0041
C -1.576426 0.489823 0.177448 -0.045 0.372 -0.220 -0.2726
N -0.320897 1.027362 0.549431 1.873 -4.846 0.016 0.1039
C 0.550452 1.808594 -0.132770 -0.669 -0.517 0.904 -0.1226
C 1.764664 1.365494 -0.423352 -0.242 1.568 -0.133 -0.0636
H 3.935665 -0.758327 -0.964737 -0.935 0.774 0.922 0.1251
H 3.761850 0.343781 0.608739 -0.560 -1.786 -1.249 0.1419
H 3.164347 -1.471762 0.536261 0.821 1.555 -0.780 0.1202
H 1.778419 -0.468310 -1.393052 -0.127 0.910 2.245 0.2268
H 1.175606 -0.881769 1.566658 0.395 0.759 -1.772 0.1248
H -0.453004 -2.437908 1.480210 0.352 0.353 -1.978 0.0252
H -3.288553 -2.393101 -0.426706 0.293 -0.351 -0.246 0.1150
H -5.020826 -0.809711 -0.552858 -0.293 -0.398 0.297 0.1124
H -4.819076 1.490342 0.117856 -1.028 0.846 -0.309 0.0941
H -2.358887 2.560692 0.220850 -0.816 -2.433 -0.057 0.1507
H 0.197323 2.806419 -0.137958 0.323 1.275 -0.581 0.1310
H 2.600211 2.038249 -0.579585 0.163 -0.683 -0.415 0.1309
```
Forces are in eV/Å.

As for the total energy: -22822.0111 eV. Its orbital gap (spin up / spin down) is 7.49 / 7.49 eV. As for the HOMO energy (spin up / spin down): -11.86 / -11.86 eV. Its SMILES is C[N@H+]1C=[PH]=c2cccc/c2=N\C=C/1. The value obtained for the energy above the lowest of the compared OMol25 structures with the same formula, charge and spin is 0.000 eV. The total charge is +1.

Computed, not measured: the ion C10H12NO2 with charge -1 at a distorted geometry, with the ωB97M-V functional and the def2-TZVPD basis.

XYZ file:
```
25
Properties=species:S:1:pos:R:3:forces:R:3:lowdin_charge:R:1
C -3.297406 -1.105953 0.343689 -1.276 -2.064 -1.525 -0.1093
C -2.800828 0.208566 -0.189618 1.520 -1.904 -1.297 -0.2667
N -1.549023 0.526469 0.383762 3.217 0.208 -1.791 -0.3470
O -1.395178 0.811225 1.674234 -0.174 -0.235 1.555 -0.2774
C -0.358879 0.289646 -0.475856 -2.892 4.874 0.828 -0.1498
C -0.497402 2.040619 -0.754064 -1.728 -3.023 -1.380 -0.1631
O -1.228692 2.609715 -1.567418 1.284 -0.572 0.491 -0.0778
C 0.968541 -0.031318 -0.120903 1.395 -0.886 0.113 -0.2092
C 1.703461 -0.860050 -0.948004 -0.040 -0.324 -0.677 -0.0593
C 3.018956 -1.164670 -0.751943 0.427 -0.899 0.188 -0.1283
C 3.708314 -0.578095 0.274937 1.630 -0.272 1.977 -0.1233
C 2.997046 0.238671 1.142283 1.250 0.911 -0.733 -0.1156
C 1.688420 0.489042 0.925785 -1.864 0.824 1.659 -0.0550
H -2.564361 -1.883230 0.169274 0.433 -0.304 -0.716 0.0520
H -3.258472 -1.133791 1.408019 -0.855 0.507 0.991 0.0441
H -4.282937 -1.526559 -0.153518 1.569 1.078 1.267 0.0966
H -2.684432 0.205189 -1.304705 -0.233 0.012 0.873 0.1295
H -3.455979 0.939966 0.072178 -2.134 2.461 0.630 0.0755
H -0.624288 -0.203523 -1.329407 -0.917 -1.279 -2.241 0.0935
H -0.114475 2.435780 0.152398 0.307 0.873 1.132 0.0881
H 1.355157 -1.385306 -1.808456 -1.249 -0.016 -0.413 0.1001
H 3.316024 -2.021776 -1.339417 0.949 0.229 -0.127 0.0940
H 4.721274 -0.814814 0.687902 -0.643 -0.054 -1.281 0.1023
H 3.515542 0.896624 1.830702 0.085 -0.577 0.530 0.0992
H 1.119616 1.017561 1.678146 -0.061 0.432 -0.054 0.1069
```
Forces are in eV/Å.

As for the total energy: -16145.4270 eV. Its orbital gap (spin up / spin down) is 4.89 / 4.89 eV. As for the HOMO energy (spin up / spin down): -1.40 / -1.41 eV. Its SMILES is CCN([O-])[C@@H](C=O)c1ccccc1. The value obtained for the energy above the lowest of the compared OMol25 structures with the same formula, charge and spin is 3.692 eV. The total charge is -1.

Computed, not measured: the ion C10H12NOS2 with charge +1 at a distorted geometry, with the ωB97M-V functional and the def2-TZVPD basis.

XYZ file:
```
26
Properties=species:S:1:pos:R:3:forces:R:3:lowdin_spin:R:1
C -2.529793 1.156966 1.622713 -3.189 0.858 -0.475 0.0091
C -1.286297 1.636719 1.918351 -1.290 3.046 3.273 -0.0002
C -2.721973 0.267708 0.578102 -0.156 -1.102 0.748 0.0042
C -0.196880 0.984913 1.506098 2.467 -0.832 -2.104 0.0093
C -1.603039 -0.424960 0.074603 0.127 1.654 0.934 0.0082
C -0.333292 -0.016161 0.549464 -1.714 -1.447 -0.526 0.0266
C 1.857679 -0.812397 1.080104 3.607 1.547 -0.710 0.0901
C 2.961863 1.241480 -0.586639 1.624 -0.118 1.991 0.5805
C 0.852876 -0.762697 -0.045308 -0.765 -0.139 1.368 0.0665
C 0.642895 -2.310923 -0.241765 -3.816 1.249 -1.056 0.0413
N 1.254086 -0.115888 -1.237037 -2.083 -0.961 1.874 0.3527
O 1.878590 -1.393249 2.083151 -0.838 -0.776 1.118 0.1302
S 3.499313 0.125343 0.666838 -1.519 0.613 0.041 0.2053
S 2.000272 2.635201 -0.346349 0.048 -0.316 0.890 0.4167
H -3.533010 1.531258 2.096218 2.400 -0.253 -0.767 0.0003
H -1.276818 2.572127 2.578681 0.473 -1.656 -0.770 -0.0001
H -3.795549 0.105015 0.405225 0.812 -0.648 -0.645 0.0005
H 0.845036 1.251019 1.672599 -0.439 0.469 0.762 -0.0006
H -1.631922 -1.280090 -0.565046 -0.546 -0.033 -0.607 0.0003
H 3.390371 0.907566 -1.470041 0.498 0.573 -1.829 0.0192
H -0.423407 -2.537228 0.141993 1.961 0.151 -0.519 0.0068
H 1.287361 -3.027333 0.153369 1.491 -0.610 0.753 0.0009
H 0.591737 -2.335474 -1.318218 -0.096 -1.047 -0.388 0.0000
H 0.554514 0.544708 -1.513352 -0.023 0.268 -0.785 0.0064
H 1.642894 -0.756711 -1.860491 0.768 -0.580 -1.819 0.0084
H 1.986741 3.133222 -1.567787 0.198 0.090 -0.755 0.0176
```
Forces are in eV/Å.

As for the total energy: -35760.1806 eV. Its orbital gap (spin up / spin down) is 8.07 / 4.66 eV. As for the HOMO energy (spin up / spin down): -11.12 / -12.97 eV. Its spin multiplicity is 3. The total charge is +1.

Computed, not measured: a cluster of 2 separate species, C10H12NS in total at a distorted geometry, with the ωB97M-V functional and the def2-TZVPD basis.

XYZ file:
```
24
Properties=species:S:1:pos:R:3:forces:R:3:lowdin_charge:R:1
C 3.990329 0.073406 0.021670 -0.852 1.250 -1.443 -0.0125
C 3.521897 -1.195397 0.425545 -2.001 -0.986 0.628 -0.0234
C 3.155593 1.044016 -0.517827 0.991 -1.814 1.045 0.0011
C 2.173399 -1.448666 0.456348 2.491 -0.391 0.133 -0.0296
C 0.716731 1.710333 -0.460829 -2.656 2.436 -1.637 -0.1895
C -0.079071 -0.646017 -0.086835 -0.606 -2.112 -0.246 -0.2758
C 1.768233 0.824660 -0.475248 -2.272 -0.654 1.687 -0.2363
C 1.293190 -0.508068 -0.014077 -2.525 1.934 -1.146 -0.2572
C -2.575159 0.668665 0.660978 1.040 0.029 -0.354 -0.1362
C -2.488093 1.313116 1.778048 0.278 1.853 2.324 -0.0277
N -3.981860 -1.087056 -1.376397 0.786 0.436 -2.492 -0.0043
S -0.868785 0.799192 -0.579778 0.197 -0.755 0.398 1.1261
H 5.035078 0.236108 0.116845 0.742 0.399 -0.160 0.1097
H 4.148384 -2.006507 0.763527 0.491 0.344 0.118 0.1196
H 3.456364 1.971235 -0.883419 0.992 1.349 -0.288 0.1051
H 1.754988 -2.290506 0.924513 -0.165 -1.361 0.213 0.1152
H 0.403633 2.765679 -0.849527 1.802 -1.882 0.816 0.1190
H -0.701594 -1.609921 -0.052317 1.222 1.677 0.355 0.1329
H -1.708524 2.059715 1.997549 0.106 -0.692 -0.425 0.0831
H -3.144991 1.343786 2.699939 -0.014 -0.669 -1.679 0.1149
H -3.306564 0.014786 0.142069 0.925 0.266 -0.260 0.0297
H -4.079224 -0.911970 -2.440608 0.395 -0.577 2.410 0.0913
H -4.910009 -1.114549 -1.034145 -1.164 -0.163 0.373 0.0111
H -3.573955 -2.006031 -1.216024 -0.202 0.081 -0.371 0.0337
```
Forces are in eV/Å.

As for the total energy: -22878.8248 eV. Its orbital gap (spin up / spin down) is 6.46 / 6.46 eV. As for the HOMO energy (spin up / spin down): -11.62 / -11.62 eV. The value obtained for the energy above the lowest of the compared OMol25 structures with the same formula, charge and spin is 4.556 eV. The total charge is +1.

Computed, not measured: the molecule C10H12O3S at a distorted geometry, with the ωB97M-V functional and the def2-TZVPD basis.

XYZ file:
```
26
Properties=species:S:1:pos:R:3:forces:R:3:lowdin_charge:R:1
C 3.505519 -0.912931 -0.840940 1.833 2.929 1.994 -0.0272
C 2.667183 0.336658 -0.622779 -0.337 1.641 -1.778 -0.2784
O 2.897692 1.009479 0.634160 0.183 0.363 0.725 0.0171
C 1.703237 0.372313 0.479506 -2.516 0.807 -1.019 -0.4119
C 1.213822 -0.766101 1.341014 2.058 1.571 2.927 -0.0082
S 0.116515 1.747766 0.010547 2.340 -3.101 -1.817 0.7592
O 0.406349 2.152223 -1.357434 -0.381 -0.141 0.489 -0.3505
O 0.065949 2.727424 1.024521 -0.664 1.152 1.578 -0.3069
C -1.391919 0.719645 -0.058321 0.081 0.209 0.531 -0.3023
C -2.317285 0.818354 0.975075 0.688 1.854 0.072 -0.0682
C -3.505796 0.118860 0.843459 -0.052 -1.310 2.350 -0.0779
C -3.696161 -0.774104 -0.183700 3.774 2.386 -1.131 -0.0668
C -2.765478 -0.872036 -1.226391 0.686 0.713 0.834 -0.0435
C -1.579970 -0.147227 -1.136943 0.836 1.025 -0.145 -0.0571
H 4.109859 -0.943814 0.159631 -1.563 -1.233 -1.532 0.1398
H 4.311904 -0.719853 -1.532065 0.037 0.159 -0.603 0.0661
H 2.869740 -1.641822 -1.245094 -0.465 -1.771 0.169 0.0631
H 2.496736 1.148706 -1.465746 0.344 -2.065 1.569 0.1709
H 0.166240 -0.853728 1.363607 -1.295 -0.155 -0.226 0.0438
H 1.549222 -0.612047 2.464728 -0.664 0.046 -2.155 0.1410
H 1.678037 -1.683374 1.090360 0.355 -1.014 -0.618 0.0606
H -2.095723 1.608764 1.752629 -0.505 -1.301 -0.636 0.1335
H -4.158549 -0.049288 1.733720 0.240 0.943 -0.887 0.1258
H -4.555799 -1.252494 -0.246262 -3.792 -2.437 -0.201 0.0579
H -2.936893 -1.470437 -2.082811 -0.237 -0.621 -0.585 0.0958
H -0.754442 -0.060930 -1.874475 -0.982 -0.648 0.096 0.1243
```
Forces are in eV/Å.

As for the total energy: -27538.6668 eV. Its orbital gap is 9.68 eV. As for the HOMO energy: -9.26 eV. Its SMILES is C[C@@H]1O[C@@]1(C)S(=O)(=O)c1ccccc1. The value obtained for the energy above the lowest of the compared OMol25 structures with the same formula, charge and spin is 1.089 eV.

Repeat the fourth record exactly.
Computed, not measured: the ion C10H12NOS2 with charge +1 at a distorted geometry, with the ωB97M-V functional and the def2-TZVPD basis.

XYZ file:
```
26
Properties=species:S:1:pos:R:3:forces:R:3:lowdin_spin:R:1
C -2.529793 1.156966 1.622713 -3.189 0.858 -0.475 0.0091
C -1.286297 1.636719 1.918351 -1.290 3.046 3.273 -0.0002
C -2.721973 0.267708 0.578102 -0.156 -1.102 0.748 0.0042
C -0.196880 0.984913 1.506098 2.467 -0.832 -2.104 0.0093
C -1.603039 -0.424960 0.074603 0.127 1.654 0.934 0.0082
C -0.333292 -0.016161 0.549464 -1.714 -1.447 -0.526 0.0266
C 1.857679 -0.812397 1.080104 3.607 1.547 -0.710 0.0901
C 2.961863 1.241480 -0.586639 1.624 -0.118 1.991 0.5805
C 0.852876 -0.762697 -0.045308 -0.765 -0.139 1.368 0.0665
C 0.642895 -2.310923 -0.241765 -3.816 1.249 -1.056 0.0413
N 1.254086 -0.115888 -1.237037 -2.083 -0.961 1.874 0.3527
O 1.878590 -1.393249 2.083151 -0.838 -0.776 1.118 0.1302
S 3.499313 0.125343 0.666838 -1.519 0.613 0.041 0.2053
S 2.000272 2.635201 -0.346349 0.048 -0.316 0.890 0.4167
H -3.533010 1.531258 2.096218 2.400 -0.253 -0.767 0.0003
H -1.276818 2.572127 2.578681 0.473 -1.656 -0.770 -0.0001
H -3.795549 0.105015 0.405225 0.812 -0.648 -0.645 0.0005
H 0.845036 1.251019 1.672599 -0.439 0.469 0.762 -0.0006
H -1.631922 -1.280090 -0.565046 -0.546 -0.033 -0.607 0.0003
H 3.390371 0.907566 -1.470041 0.498 0.573 -1.829 0.0192
H -0.423407 -2.537228 0.141993 1.961 0.151 -0.519 0.0068
H 1.287361 -3.027333 0.153369 1.491 -0.610 0.753 0.0009
H 0.591737 -2.335474 -1.318218 -0.096 -1.047 -0.388 0.0000
H 0.554514 0.544708 -1.513352 -0.023 0.268 -0.785 0.0064
H 1.642894 -0.756711 -1.860491 0.768 -0.580 -1.819 0.0084
H 1.986741 3.133222 -1.567787 0.198 0.090 -0.755 0.0176
```
Forces are in eV/Å.

As for the total energy: -35760.1806 eV. Its orbital gap (spin up / spin down) is 8.07 / 4.66 eV. As for the HOMO energy (spin up / spin down): -11.12 / -12.97 eV. Its spin multiplicity is 3. The total charge is +1.